Formula: H5NOSi
Source: OMol25
Level of theory: ωB97M-V/def2-TZVPD

XYZ file:
```
8
Properties=species:S:1:pos:R:3:forces:R:3
Si -0.870146 -2.007862 -0.812548 -2.238 -0.583 2.446
O -0.301958 1.201984 1.455051 3.205 -1.301 1.033
N 0.771921 0.948113 0.450549 -0.654 -0.033 1.118
H 0.248240 0.838104 2.248734 -1.989 1.102 -1.771
H 0.346366 0.297470 -0.210290 0.172 0.928 -0.232
H 0.255819 -2.179397 -1.591573 2.258 -0.077 -1.818
H -1.514282 -0.954215 -1.613229 -0.051 0.574 -0.584
H 1.064040 1.855802 0.073306 -0.704 -0.610 -0.192
```
Positions in Å, forces in eV/Å.

For the total energy, the calculation gives -422.2967 Eh. As for the net charge: 0. The calculation puts the relative energy (zero: lowest compared OMol25 entry of this formula, charge and spin) at 150.3 kcal/mol. As for the HOMO-LUMO gap: 7.51 eV. As for the spin multiplicity: 1.